Record 1
23
Properties=species:S:1:pos:R:3:forces:R:3 method="wB97M-V/def2-TZVPD" multiplicity=1 e_tot_ha=-363.54441 e_above_lowest_ev=6.604 total_charge=0 homo_ev="-7.573 / -7.584" lumo_energy_ev="-1.046 / -1.028" gap_ha="0.2399 / 0.2409"
C -1.175 0.878 0.307 0.98 -0.04 0.92
C -0.351 1.949 -0.344 0.08 -0.04 0.04
C -1.714 1.166 1.680 -0.04 0.10 0.03
N -0.905 -1.648 -1.097 0.96 -0.33 0.05
H -1.929 0.472 -0.351 0.35 -0.54 0.01
H -1.117 -1.149 -1.956 0.20 -0.01 0.17
H -1.783 -1.889 -0.646 0.32 0.05 0.09
H -2.453 1.976 1.620 0.05 -0.01 -0.01
H 0.031 1.623 -1.309 0.00 -0.03 -0.03
H -0.973 2.839 -0.510 0.00 -0.07 0.02
H 0.494 2.239 0.279 -0.01 0.08 0.01
H -2.225 0.299 2.097 0.03 -0.02 0.00
H -0.925 1.474 2.367 -0.03 0.06 0.02
C 1.008 -0.717 1.199 1.00 -0.78 -0.94
N 1.380 -1.459 0.107 -1.22 -0.06 0.81
C 2.490 -1.258 -1.861 -0.34 -0.44 0.38
N 2.413 -0.988 -0.618 0.88 1.32 -0.28
H 0.336 -1.734 -0.541 -1.57 0.05 -0.41
H 0.598 -1.324 2.004 -0.56 0.20 -0.15
H -0.033 -0.011 0.812 -1.06 0.34 -0.69
H 1.723 0.027 1.545 0.02 0.12 -0.14
H 3.349 -0.885 -2.403 0.04 0.02 0.06
H 1.762 -1.879 -2.382 -0.09 0.04 0.02

***

Record 2
23
Properties=species:S:1:pos:R:3:forces:R:3 method="wB97M-V/def2-TZVPD" multiplicity=1 e_tot_ha=-363.68445 e_above_lowest_ev=2.793 total_charge=0 homo_ev=-8.865 lumo_energy_ev=1.110 smiles=C[C@@H](CN)NCCN gap_ha=0.3666
C 2.130 0.319 1.167 0.96 1.84 -2.78
C 1.172 0.093 -0.030 0.70 -2.53 1.68
C 1.491 -1.396 -0.546 0.02 3.35 -3.10
N 2.041 -1.048 -1.957 -1.26 -0.87 0.84
N -0.217 -0.012 0.458 -1.79 3.52 -0.41
C -1.150 1.097 -0.070 0.35 -1.49 -1.56
C -2.559 0.481 -0.216 0.64 0.29 0.52
N -3.219 0.507 1.138 2.24 -0.04 -0.76
H 1.836 0.133 2.130 -1.75 -0.46 2.29
H 2.407 1.371 1.083 0.34 0.06 0.56
H 3.021 -0.270 1.111 0.79 -0.16 -0.59
H 1.450 0.878 -0.842 -1.13 -1.49 1.30
H 2.245 -1.849 0.026 1.14 -0.54 0.62
H 0.628 -2.044 -0.567 -0.43 0.11 -0.03
H 1.210 -0.774 -2.503 0.35 0.35 0.45
H 2.241 -1.905 -2.427 0.71 -0.90 -0.30
H -0.338 0.186 1.453 1.03 -0.51 -0.06
H -0.784 1.431 -1.087 -0.32 -0.65 0.91
H -1.270 2.070 0.481 0.42 -1.10 0.18
H -2.650 -0.473 -0.857 0.55 1.15 1.35
H -2.988 1.259 -0.787 -1.44 0.71 -0.74
H -4.039 -0.007 1.048 -2.00 -0.90 0.01
H -2.660 -0.048 1.797 -0.11 0.25 -0.38

***

Record 3
23
Properties=species:S:1:pos:R:3:forces:R:3 method="wB97M-V/def2-TZVPD" multiplicity=1 e_tot_ha=-363.70783 e_above_lowest_ev=2.157 total_charge=0 homo_ev=-7.896 lumo_energy_ev=1.089 smiles=CN[C@@](C)(N)N(C)C gap_ha=0.3302
C -2.670 0.008 -0.597 0.46 0.36 -0.13
N -1.516 -0.286 0.224 1.12 -0.54 -0.98
C 0.020 0.087 -0.368 -4.10 -0.78 0.83
C 0.514 -1.144 -1.117 -0.25 -0.27 0.25
N 0.018 1.221 -1.224 0.13 0.10 -0.03
N 0.613 0.411 0.870 4.65 1.64 -0.99
C 0.734 -0.647 1.854 0.02 -0.26 0.57
C 2.141 0.940 0.524 -2.34 -0.64 1.27
H -3.570 -0.403 -0.131 0.10 -0.09 -0.11
H -2.542 -0.446 -1.582 -0.19 0.00 -0.05
H -2.844 1.090 -0.724 -0.07 -0.06 -0.23
H -1.713 0.061 1.160 0.81 0.31 -0.26
H 0.268 -1.107 -2.176 -0.02 0.07 -0.09
H 0.053 -2.037 -0.703 -0.02 0.01 0.05
H 1.589 -1.255 -1.017 0.20 0.15 -0.09
H -0.361 2.039 -0.764 -0.08 -0.07 -0.08
H -0.419 1.048 -2.118 -0.08 0.03 0.14
H 0.605 -0.196 2.839 0.04 -0.09 0.13
H -0.017 -1.426 1.748 -0.16 0.17 -0.18
H 1.707 -1.152 1.866 0.04 0.08 -0.21
H 2.392 1.536 1.399 0.26 -0.05 -0.05
H 2.158 1.552 -0.370 -0.29 -0.03 0.10
H 2.839 0.105 0.407 -0.22 -0.05 0.14